Density functional theory data (ωB97M-V/def2-TZVPD) for 2 unconnected molecules or ions with the total composition C2H5N2O3.

Last column: natural (NBO) charge in e.
Element x y z (Å)
C (-1.59683, -1.25499, -0.35488)  -0.698
C (-0.28155, -0.48489, -0.14863)  0.527
N (0.01342, 0.13252, 0.86999)  -0.697
N (1.83168, 1.97147, 0.95188)  0.241
O (2.85662, 2.02322, 1.64998)  -0.546
O (1.52931, 3.00151, 0.25072)  -0.593
O (0.61561, -0.64720, -1.20412)  -0.690
H (-2.42239, -0.55612, 0.00946)  0.240
H (-1.74082, -2.22180, 0.14816)  0.222
H (-1.62699, -1.34531, -1.46370)  0.179
H (0.70458, 0.78808, 0.98003)  0.368
H (0.11735, -1.40649, -1.68889)  0.447

Summary:
**Highest occupied orbital energy**: -3.22 eV
**Total charge**: -1
**Calculated total energy**: -414.3616 Ha
**Relative energy (zero: lowest compared OMol25 entry of this formula, charge and spin)**: 135.02 kcal/mol
**Spin multiplicity**: 1
**E_LUMO**: 3.38 eV



Density functional theory data (ωB97M-V/def2-TZVPD) for 2 unconnected molecules or ions with the total composition C2H5N2P.

Last column: natural (NBO) charge in e.
Element x y z (Å)
C (1.17643, -1.36911, 0.11001)  0.086
C (1.28082, 0.00875, 0.07067)  0.012
N (0.62876, -0.83374, -0.92908)  -0.314
N (-0.53298, 0.75353, 1.47370)  -1.073
P (-1.19661, 0.74257, 0.10224)  1.077
H (1.33488, -2.29039, 0.61467)  0.233
H (2.00495, 0.77711, -0.06214)  0.230
H (-1.33041, -0.45131, -0.61593)  -0.069
H (-0.82156, 1.59629, -0.94066)  -0.110
H (-2.54428, 1.06629, 0.17652)  -0.071

Summary:
**Highest occupied orbital energy**: -8.53 eV
**Total charge**: 0
**Calculated total energy**: -529.8040 Ha
**Relative energy (zero: lowest compared OMol25 entry of this formula, charge and spin)**: 149.57 kcal/mol
**Spin multiplicity**: 1
**E_LUMO**: -0.05 eV



Density functional theory data (ωB97M-V/def2-TZVPD) for a gas-phase ion, C2H5N2S (charge +1).

Last column: natural (NBO) charge in e.
Element x y z (Å)
C (0.30622, -0.31491, 0.54814)  0.481
C (-0.43357, 1.21847, -1.67882)  -0.399
N (0.44898, -1.05502, -0.40647)  -0.677
N (0.28194, -0.37365, 1.85733)  -0.820
S (-0.63950, 1.38339, -0.12680)  0.570
H (-0.11493, 0.21580, -2.15244)  0.295
H (-0.84271, 1.78974, -2.48024)  0.271
H (0.82560, -1.90841, -0.34666)  0.397
H (0.40245, -1.29163, 2.38569)  0.452
H (-0.23448, 0.33624, 2.40027)  0.429

Summary:
**Highest occupied orbital energy**: -15.00 eV
**Total charge**: +1
**Calculated total energy**: -586.5595 Ha
**Relative energy (zero: lowest compared OMol25 entry of this formula, charge and spin)**: 42.47 kcal/mol
**Spin multiplicity**: 1
**E_LUMO**: -6.25 eV



Density functional theory data (ωB97M-V/def2-TZVPD) for a gas-phase ion, C2H5N2S (charge +1).

Last column: natural (NBO) charge in e.
Element x y z (Å)
C (-0.00256, -0.50661, -0.00810)  0.436
C (1.44716, -0.76196, 0.12367)  -0.409
N (-0.82868, -1.38630, -0.11681)  -0.507
N (-0.66987, 1.12947, -0.01504)  -0.798
S (2.58684, 0.38261, 0.07004)  0.267
H (1.65465, -1.82759, 0.11758)  0.270
H (-1.82914, -1.33146, -0.21710)  0.412
H (-0.69363, 1.40790, 0.96971)  0.442
H (-1.60971, 1.12312, -0.40318)  0.436
H (-0.05505, 1.77081, -0.52077)  0.450

Summary:
**Highest occupied orbital energy**: -13.96 eV
**Total charge**: +1
**Calculated total energy**: -586.5792 Ha
**Relative energy (zero: lowest compared OMol25 entry of this formula, charge and spin)**: 30.09 kcal/mol
**Spin multiplicity**: 1
**E_LUMO**: -5.91 eV



Density functional theory data (ωB97M-V/def2-TZVPD) for a molecular structure, C2H5N2S.

Last column: natural (NBO) charge in e.
Element x y z (Å)
C (-0.79217, -0.05621, -0.28653)  0.582
C (1.99300, 0.34075, 0.31510)  -0.360
N (-1.02025, 1.10541, -0.45912)  -0.589
N (-1.49131, -1.03342, 0.13870)  -0.776
S (1.33515, -0.79003, -0.55502)  0.361
H (1.42845, 0.69087, 1.08120)  0.210
H (2.89655, 0.83459, 0.14534)  0.241
H (-0.80188, 1.77204, -1.15916)  0.438
H (-2.51988, -0.98075, 0.24024)  0.455
H (-1.02768, -1.88324, 0.53925)  0.439

Summary:
**Highest occupied orbital energy**: -14.58 eV
**Total charge**: +1
**Calculated total energy**: -586.5498 Ha
**Relative energy (zero: lowest compared OMol25 entry of this formula, charge and spin)**: 48.54 kcal/mol
**Spin multiplicity**: 1
**E_LUMO**: -6.20 eV



Density functional theory data (ωB97M-V/def2-TZVPD) for a gas-phase ion, C2H5N2S3 (charge +1).

Last column: natural (NBO) charge in e.
Element x y z (Å)
C (0.77988, 1.24322, 0.05468)  0.203
C (-0.40579, -0.81620, 0.38763)  -0.013
N (-0.40471, 0.50274, 0.19659)  -0.539
N (1.87733, 0.63230, -0.34735)  -0.567
S (2.18019, -0.96591, -0.54918)  0.096
S (-1.77530, -1.69532, -0.25731)  0.193
S (-1.65652, 1.23099, -0.67690)  0.278
H (0.71394, 2.40893, 0.22295)  0.273
H (0.14423, -1.29401, 1.18949)  0.276
H (2.67111, 1.22695, -0.50872)  0.451
H (-1.42665, -2.87822, 0.32914)  0.179
H (-2.69770, 0.40453, -0.04102)  0.171

Summary:
**Highest occupied orbital energy (alpha / beta)**: -12.73 / -12.73 eV
**Total charge**: +1
**Calculated total energy**: -1382.9128 Ha
**Relative energy (zero: lowest compared OMol25 entry of this formula, charge and spin)**: 59.97 kcal/mol
**Spin multiplicity**: 1
**E_LUMO (alpha / beta)**: -5.44 / -5.44 eV